No. 1
Formula: C5H15NO
Source: OMol25
Level of theory: ωB97M-V/def2-TZVPD

```
! RIJCOSX wB97M-V def2-TZVPD def2/J DEFGRID3
* xyz 0 1
C 0.000 0.000 0.000
C 0.001 0.072 1.565
C -1.209 0.724 2.269
N -1.415 0.444 3.682
C -0.340 0.913 4.580
C -1.484 -0.955 3.930
H -0.247 1.004 -0.383
H -0.641 -0.739 -0.510
H 1.053 -0.220 -0.244
H -0.102 -0.992 1.852
H 0.968 0.435 1.965
H -0.919 1.792 2.231
H -2.139 0.606 1.681
H -0.534 1.986 4.744
H 0.721 0.784 4.308
H -0.529 0.373 5.523
H -2.277 -1.328 3.260
H -1.777 -1.163 4.973
H -0.552 -1.503 3.711
O 2.426 2.375 3.173
H 3.093 3.093 3.265
H 1.603 2.835 2.892
*
```

For the maximum force, the calculation gives 2.60 eV/Å. As for the structure (SMILES): CCCN(C)C.O. Its LUMO energy is 0.7 eV. The molar mass comes out at 105.18 u.

These are the natural (NBO) partial charges, in e, on atoms 1 to 8: -0.609 -0.433 -0.217 -0.434 -0.435 -0.416 0.195 0.211

=====

No. 2
Formula: C5H15NO
Source: OMol25
Level of theory: ωB97M-V/def2-TZVPD

```
! RIJCOSX wB97M-V def2-TZVPD def2/J DEFGRID3
* xyz 0 1
C 0.324 2.914 0.715
C 0.166 1.425 0.981
N -1.194 1.004 0.600
C -1.150 0.121 -0.596
C -2.615 -0.088 -1.043
C -0.417 -1.237 -0.497
H 0.231 3.071 -0.363
H 1.324 3.212 1.049
H -0.304 3.683 1.182
H 0.970 0.763 0.650
H 0.355 1.223 2.075
H -1.807 0.610 1.299
H -0.588 0.749 -1.278
H -2.683 0.129 -2.103
H -2.903 -1.128 -0.825
H -3.315 0.468 -0.430
H -0.617 -1.876 0.353
H -0.777 -1.618 -1.473
H 0.639 -1.139 -0.767
O 4.107 -3.379 -0.045
H 3.377 -2.904 0.340
H 3.820 -3.765 -0.878
*
```

For the maximum force, the calculation gives 3.36 eV/Å. As for the structure (SMILES): CCNC(C)C.O. Its LUMO energy is 0.7 eV. The molar mass comes out at 105.18 u.

These are the natural (NBO) partial charges, in e, on atoms 1 to 8: -0.613 -0.239 -0.648 -0.037 -0.624 -0.650 0.201 0.199

=====

No. 3
Formula: C5H15NO
Source: OMol25
Level of theory: ωB97M-V/def2-TZVPD

```
! RIJCOSX wB97M-V def2-TZVPD def2/J DEFGRID3
* xyz 0 1
C -1.815 -0.882 2.258
C -0.913 -0.645 0.983
C -0.866 -1.755 -0.049
C -1.403 0.699 0.135
C -0.514 1.406 -0.900
N 0.651 1.953 -0.288
H -1.459 -1.938 2.559
H -2.901 -1.200 1.938
H -1.784 0.006 2.937
H 0.106 -0.690 1.324
H 0.186 -1.684 -0.581
H -1.711 -2.000 -0.763
H -0.876 -2.603 0.684
H -1.776 1.314 0.958
H -2.268 0.367 -0.375
H -1.008 2.226 -1.345
H 0.009 0.733 -1.583
H 1.265 1.197 0.105
H 0.638 2.848 0.202
O 5.159 0.348 -2.922
H 5.518 -0.513 -3.001
H 5.764 0.814 -2.279
*
```

For the maximum force, the calculation gives 3.60 eV/Å. As for the structure (SMILES): CC(C)CCN.O. Its LUMO energy is 0.9 eV. The molar mass comes out at 105.18 u.

These are the natural (NBO) partial charges, in e, on atoms 1 to 8: -0.632 -0.206 -0.624 -0.409 -0.224 -0.872 0.214 0.206

=====

| no. | orbital gap (hartree) |
| --- | --- |
| 1 | 0.3363 |
| 2 | 0.3417 |
| 3 | 0.3435 |